Molecular formula: C35H66Br12IN3O4PS
Method: DFT, the ωB97M-V functional and the def2-TZVPD basis

Calculated values
E_HOMO (eV): -10.853
Net charge: +1
LUMO energy (Eh): -0.1319
HOMO-LUMO gap (eV): 7.3

Geometry as XYZ:
```
123
Properties=species:S:1:pos:R:3:forces:R:3
C -5.8187 1.8427 0.5440 6.819 -2.240 -1.785
C -4.6600 1.3025 0.1921 -6.112 3.985 0.595
C -3.2056 0.7663 -0.3524 -2.346 -1.744 0.852
C -2.6491 1.6266 -1.5705 0.354 1.435 -0.951
C -3.6814 2.7885 -2.1138 1.047 -0.078 -0.664
C -3.6492 4.1411 -1.2372 -0.613 -0.033 -0.666
O -5.0728 4.5095 -1.0016 1.391 2.508 0.510
C -5.0776 5.9189 -0.7044 -1.487 2.359 -1.960
C -4.4051 6.3500 0.7220 0.055 -0.582 -0.727
O -5.6097 6.7393 -1.5192 2.411 -3.893 3.959
N -2.4398 0.7194 0.9771 -2.219 -0.932 0.037
O -2.3592 2.0681 1.1993 2.392 1.632 2.312
C -3.3513 -0.0649 1.8995 -0.373 -0.605 -3.320
N -3.4383 0.0444 3.2583 1.165 0.790 -0.012
C -2.5323 0.9807 4.0483 -0.080 1.474 0.415
I -0.3819 0.5102 3.7299 -0.760 0.050 -0.196
C -2.7561 0.9651 5.6342 1.146 0.960 0.992
C -1.7287 2.1056 6.2447 0.039 -0.092 0.255
P -4.6157 -0.8876 4.1887 -2.321 -2.267 -2.118
C -3.9005 -2.2116 5.3048 0.619 0.011 2.028
C -2.3948 -2.6483 4.8741 -0.982 0.212 0.104
C -6.0428 0.0981 4.8935 -0.424 2.060 1.539
C -6.2524 1.5740 4.2052 0.392 0.081 -0.469
N -4.0857 -0.9313 0.9626 3.422 -0.895 2.061
C -4.2258 -2.3900 1.2393 -1.675 -2.289 2.121
C -3.4810 -0.8218 -0.4489 -1.331 1.925 0.427
C -2.2340 -1.8316 -0.6077 0.725 -0.770 0.555
S -0.9563 -1.3424 -1.8751 0.367 0.381 0.732
C 0.5897 -0.7900 -0.9359 1.487 -0.400 0.889
C 1.6681 -2.0245 -0.9019 -0.845 -0.173 -0.196
O -4.6704 -0.9684 -1.2568 2.315 -0.701 -0.506
C -4.3955 -1.2531 -2.6541 -1.256 -0.992 -1.778
C -4.4724 -2.8667 -2.9711 -0.942 0.861 -0.312
H -6.6808 2.5096 0.8937 1.731 -1.593 -0.786
H -2.3694 1.0268 -2.5250 -0.577 0.559 2.174
H -1.6764 2.2143 -1.2973 -1.694 -1.358 -0.169
H -4.7420 2.3740 -2.3205 1.737 0.854 0.787
H -3.2576 3.0731 -3.1657 -0.751 -0.556 1.877
H -3.1139 4.0585 -0.2242 -0.702 -0.162 -1.634
H -3.2181 5.0266 -1.8655 -0.372 -1.785 1.115
H -4.4136 7.4911 0.8493 -0.306 -1.888 -0.238
H -3.2987 6.0067 0.7817 -1.909 0.499 -0.265
H -4.9763 5.7752 1.5445 0.844 1.121 -1.263
H -1.3934 2.2219 1.4257 -1.381 -0.142 -0.234
H -2.6421 2.0871 3.6964 0.101 -2.178 0.410
H -3.8033 1.3170 5.9904 1.578 -0.941 -1.053
H -2.4163 -0.0178 6.1650 -1.046 1.608 -1.302
H -0.7580 1.6016 6.6118 -1.579 0.877 -0.663
H -1.4428 2.8781 5.4349 -0.531 -1.131 1.411
H -2.2024 2.6495 7.1568 0.737 -0.986 -1.724
H -3.9186 -1.8145 6.4043 0.214 -0.805 -1.796
H -4.6322 -3.1210 5.3101 1.221 1.793 -0.438
H -1.6528 -2.0218 5.4911 -0.999 -1.008 -1.287
H -2.3145 -2.4392 3.7300 0.333 -0.590 2.107
H -2.2458 -3.7651 5.1244 -0.166 1.886 -0.590
H -5.8700 0.3104 6.0276 -0.436 -0.621 -1.833
H -7.0442 -0.4829 4.7692 2.163 0.661 0.153
H -7.3214 1.6327 3.7595 1.982 -0.010 0.721
H -6.1055 2.4392 4.9602 -0.368 -1.624 -1.100
H -5.4658 1.7656 3.3624 -1.612 -0.420 1.334
H -3.2909 -2.8814 1.7401 -1.519 1.034 -1.106
H -4.5493 -3.0265 0.3162 0.814 1.765 1.395
H -5.0877 -2.5604 2.0097 1.626 0.484 -1.443
H -2.5405 -2.9234 -0.8842 0.221 2.278 0.464
H -1.6424 -1.9430 0.3947 -1.297 0.475 -1.681
H 1.1292 0.0862 -1.4595 -1.365 -1.289 0.529
H 0.3352 -0.4329 0.1414 0.222 -0.661 -1.864
H 1.2772 -2.8366 -0.1696 0.839 1.360 -1.160
H 2.7376 -1.6788 -0.6397 -1.887 -0.501 -0.297
H 1.6925 -2.5122 -1.9501 0.026 0.845 1.695
H -3.4557 -0.7562 -3.0892 -1.183 -0.841 1.073
H -5.2926 -0.8051 -3.2551 1.678 -0.573 1.290
H -4.2460 -3.5159 -2.0514 -0.005 1.013 -1.545
H -5.5785 -3.0963 -3.2602 2.012 0.328 0.547
H -3.8287 -3.0900 -3.8960 -0.816 0.082 1.622
Br -10.6217 9.9571 -0.3584 0.014 0.016 -0.102
C -9.4975 8.9717 -1.6099 -0.181 -0.112 0.182
C -8.0636 8.9281 -1.1406 0.199 -0.032 -0.320
Br -7.1636 10.6273 -1.4618 -0.029 -0.076 0.120
H -9.6185 9.4430 -2.5864 0.123 -0.056 0.199
H -9.9224 7.9662 -1.6417 0.120 0.104 0.010
H -7.4939 8.1931 -1.7128 -0.114 0.105 0.090
H -7.9632 8.7099 -0.0766 -0.127 0.061 -0.178
Br 5.9120 -3.7994 -0.0539 0.031 0.146 -0.026
C 6.2412 -2.4201 1.2830 0.035 -0.373 0.068
C 5.0559 -1.4957 1.4148 0.111 0.240 0.143
Br 4.9774 -0.2316 -0.0679 -0.011 0.027 0.018
H 7.1600 -1.9075 0.9937 -0.231 -0.001 0.032
H 6.4120 -2.9627 2.2154 -0.066 0.117 -0.067
H 5.1479 -0.8771 2.3103 0.042 -0.099 -0.115
H 4.0995 -2.0203 1.4381 0.203 -0.008 -0.057
Br 8.0144 -6.3341 3.2422 0.061 -0.039 -0.033
C 9.0007 -6.6160 1.5842 -0.040 0.289 0.029
C 8.1166 -7.2123 0.5159 0.100 -0.201 -0.198
Br 7.8228 -9.1152 0.8212 -0.085 0.093 -0.012
H 9.8636 -7.2374 1.8284 -0.219 0.040 -0.088
H 9.3461 -5.6236 1.2871 -0.078 -0.140 -0.035
H 8.6017 -7.1534 -0.4612 0.007 0.060 0.156
H 7.1335 -6.7430 0.4574 0.200 -0.002 0.117
Br 6.8311 0.9718 -5.4504 -0.040 -0.068 0.089
C 6.9397 1.2206 -3.5200 -0.035 0.208 -0.145
C 8.3470 1.0042 -3.0182 0.007 -0.074 0.269
Br 8.7826 -0.8940 -2.9333 0.043 0.048 -0.062
H 6.2112 0.5440 -3.0701 0.219 0.044 -0.052
H 6.6248 2.2522 -3.3486 0.116 -0.111 0.010
H 8.4488 1.3647 -1.9921 -0.079 -0.026 -0.135
H 9.1066 1.4781 -3.6415 -0.209 -0.061 0.039
Br 11.0329 2.8324 -5.3560 0.082 0.025 -0.077
C 11.4940 1.4016 -6.5972 -0.291 -0.034 0.011
C 12.1819 0.2611 -5.8868 0.234 -0.130 -0.124
Br 14.0398 0.6952 -5.4871 -0.114 -0.016 0.069
H 12.1001 1.8479 -7.3870 -0.033 -0.114 0.207
H 10.5413 1.0735 -7.0185 0.119 -0.014 0.087
H 12.2286 -0.6201 -6.5303 -0.065 0.155 0.042
H 11.7070 -0.0091 -4.9425 0.011 0.115 -0.178
Br 3.7205 -5.7985 -2.5586 0.032 0.049 -0.070
C 4.8509 -6.7890 -3.7999 -0.177 -0.189 0.108
C 6.2797 -6.8388 -3.3159 0.238 0.027 -0.220
Br 7.1902 -5.1435 -3.6245 -0.035 -0.036 0.124
H 4.7406 -6.3168 -4.7773 0.127 -0.047 0.204
H 4.4225 -7.7929 -3.8364 0.111 0.109 0.028
H 6.8520 -7.5762 -3.8829 -0.147 0.066 0.058
H 6.3678 -7.0582 -2.2509 -0.136 0.019 -0.175
```
Forces are in eV/Å.

=====

Molecular formula: C35H66F9IN5O7
Method: DFT, the ωB97M-V functional and the def2-TZVPD basis

Calculated values
E_HOMO (eV): -9.775
Net charge: +1
LUMO energy (Eh): -0.1758
HOMO-LUMO gap (eV): 5.0

Geometry as XYZ:
```
123
Properties=species:S:1:pos:R:3:forces:R:3
C 4.9131 5.0944 0.9732 -0.198 0.194 0.013
C 5.5932 4.9260 -0.4783 0.345 0.092 0.458
C 5.7330 3.4087 -0.9684 -1.597 0.482 0.344
I 7.1221 3.3569 -2.6667 -0.467 -0.088 0.646
C 4.3418 2.8422 -1.5014 -2.816 -3.459 -1.815
C 4.2162 1.4480 -2.2297 -3.414 4.698 1.932
C 2.7440 1.1641 -2.5922 1.004 -1.247 -1.128
C 2.4991 -0.2726 -3.3010 0.171 0.081 1.201
C 2.7415 -1.3767 -2.1246 0.938 0.612 0.664
C 4.2154 -2.0349 -2.1969 -1.353 -0.023 0.631
F 4.2430 -3.1354 -1.2596 0.059 1.532 -1.553
N 1.5800 1.9136 -2.4253 2.901 -0.849 0.142
N 1.7051 3.0812 -1.8100 3.703 -0.069 1.294
C 0.4813 3.9396 -1.5596 0.194 1.392 -0.257
C -0.3391 4.0691 -2.9270 1.137 0.325 -0.187
O -1.1583 2.9257 -3.2336 -0.760 1.692 1.094
C -2.4917 3.0977 -2.6833 -0.356 -0.958 -0.527
C -3.0648 1.5969 -2.5097 -1.390 1.495 -0.839
F -2.8730 0.8372 -3.6882 -0.125 1.448 2.683
F -4.4849 1.7588 -2.3639 2.791 -0.627 -0.212
C -2.5204 0.8550 -1.1961 -0.286 -0.140 0.417
F -3.4820 1.0929 -0.1716 2.183 -0.871 -1.980
F -1.2924 1.3851 -0.7035 -2.321 -0.781 -1.133
C -2.2425 -0.7271 -1.4126 0.829 -0.559 0.606
F -3.3906 -1.3895 -1.8721 2.703 1.537 0.794
F -1.1126 -0.9000 -2.2766 -2.998 0.521 1.229
C -1.7460 -1.2958 0.0311 0.968 -1.795 0.153
F -2.2733 -2.6013 0.2547 0.920 2.815 -0.516
F -0.3174 -1.4521 0.0058 -2.900 0.457 -0.016
C 2.9695 3.5161 -1.3587 1.349 0.321 0.327
H 3.8303 5.4816 0.9016 1.565 -0.762 0.132
H 5.4648 5.8718 1.6179 -0.716 -1.276 -1.124
H 4.9303 4.0987 1.5285 -0.139 1.351 -0.624
H 5.0142 5.5105 -1.2748 0.977 -0.748 1.051
H 6.6464 5.3578 -0.3968 -1.462 -0.596 -0.354
H 6.1470 2.7182 -0.1459 -0.664 1.049 -1.378
H 5.1061 0.7765 -2.4387 -1.503 0.934 0.166
H 1.4283 -0.4047 -3.6554 1.423 0.614 0.356
H 3.2284 -0.4247 -4.1806 -1.129 0.344 1.388
H 2.7173 -0.8096 -1.1189 -0.186 -0.998 -1.444
H 1.9136 -2.1531 -2.0695 1.243 0.867 -0.364
H 4.4136 -2.4000 -3.2578 0.020 0.263 1.551
H 4.9884 -1.2855 -1.8137 -0.888 -1.151 -0.757
H -0.1236 3.5939 -0.6612 0.867 -0.051 -1.328
H 0.9154 4.9815 -1.2778 -0.995 -1.844 -0.690
H 0.4389 4.1569 -3.7740 -1.255 -0.132 1.268
H -0.9126 5.0538 -2.8912 0.580 -1.402 -0.012
H -3.2034 3.6517 -3.3963 1.106 -0.931 0.808
H -2.4948 3.6868 -1.7073 0.024 -1.113 -0.974
H -1.9933 -0.6001 0.8933 0.166 -1.099 -1.077
H 2.9718 4.5231 -0.8042 -0.231 -1.777 -1.067
C -2.7696 -10.0247 0.9177 -0.288 -0.003 -0.060
O -3.6950 -8.9480 0.9031 0.458 -0.026 0.166
C -3.1427 -7.7217 1.3822 -0.419 0.329 -0.193
C -2.9990 -6.7128 0.2434 0.263 -0.534 0.007
N -1.9441 -7.1128 -0.6901 -0.214 0.240 0.064
C -1.9314 -6.3333 -1.9299 0.029 -0.371 -0.022
C -3.1613 -6.4376 -2.8450 0.345 0.120 -0.276
O -3.3323 -7.7187 -3.4395 -0.179 0.307 0.325
C -4.0231 -8.6597 -2.6317 0.135 -0.177 -0.330
H -3.3162 -10.9412 0.6887 -0.032 0.127 0.019
H -1.9974 -9.8887 0.1567 0.186 -0.052 0.073
H -2.3061 -10.1340 1.9032 0.053 0.008 -0.065
H -2.1902 -7.8742 1.9030 0.003 -0.096 -0.179
H -3.8545 -7.3227 2.1120 0.043 0.018 -0.018
H -2.7566 -5.7301 0.6611 0.017 0.011 -0.036
H -3.9684 -6.6439 -0.2611 -0.162 0.107 0.166
H -2.0680 -8.0897 -0.9303 0.023 0.102 0.065
H -1.0610 -6.6733 -2.5006 -0.093 0.077 -0.054
H -1.7536 -5.2801 -1.6847 -0.105 -0.002 0.043
H -3.0000 -5.7463 -3.6783 0.011 -0.058 0.002
H -4.0837 -6.1053 -2.3563 -0.014 -0.158 0.120
H -4.7686 -8.1884 -1.9861 0.100 0.020 0.059
H -3.3147 -9.2411 -2.0377 -0.144 -0.022 0.207
H -4.5358 -9.3593 -3.2947 0.024 0.099 -0.033
C -3.4628 9.9946 0.1975 0.026 0.102 -0.290
O -2.3500 10.6177 -0.4270 -0.094 -0.132 0.423
C -1.4023 11.1454 0.5027 0.380 0.126 -0.340
C -0.1035 10.3419 0.4622 -0.481 -0.108 0.145
N -0.2904 9.0043 1.0280 0.275 0.015 -0.247
C 0.8345 8.1010 0.7863 -0.407 -0.066 -0.014
C 1.1500 7.7389 -0.6735 0.233 -0.146 0.358
O 0.1441 6.9488 -1.3053 0.160 0.405 -0.042
C -0.9301 7.6962 -1.8644 -0.216 -0.259 -0.012
H -4.1985 9.7665 -0.5758 0.109 0.072 0.005
H -3.1696 9.0571 0.6771 -0.090 -0.030 0.205
H -3.9268 10.6593 0.9324 0.025 -0.097 0.022
H -1.8075 11.1984 1.5192 -0.012 -0.180 -0.100
H -1.1870 12.1695 0.1827 0.021 -0.051 0.042
H 0.6653 10.8702 1.0340 -0.012 -0.052 -0.009
H 0.2190 10.2895 -0.5831 0.060 0.228 -0.080
H -1.1231 8.5890 0.6259 0.035 0.102 0.115
H 0.6061 7.1717 1.3196 0.107 -0.011 -0.059
H 1.7321 8.5185 1.2550 -0.013 0.045 -0.109
H 2.0507 7.1140 -0.6612 0.018 -0.034 -0.013
H 1.4022 8.6124 -1.2830 -0.188 0.007 -0.015
H -0.6124 8.6761 -2.2274 -0.010 -0.025 0.120
H -1.7371 7.8002 -1.1371 -0.025 0.227 -0.074
H -1.3308 7.1309 -2.7085 0.089 0.045 -0.018
C 1.6457 -5.3117 6.9317 -0.112 -0.285 -0.058
O 0.4444 -5.7485 6.3148 0.154 0.431 0.166
C -0.4868 -4.6919 6.0788 -0.341 -0.282 -0.339
C -0.6245 -4.4182 4.5816 0.480 0.025 0.310
N 0.5895 -3.8050 4.0408 -0.245 -0.050 -0.070
C 0.6218 -3.7554 2.5771 0.291 -0.141 0.186
C 0.6327 -5.0936 1.8235 0.181 0.310 -0.317
O 1.8247 -5.8487 2.0050 -0.451 0.029 0.137
C 1.8407 -6.6597 3.1695 0.349 -0.003 -0.209
H 2.2204 -6.1959 7.2128 -0.117 0.023 -0.053
H 2.2487 -4.7184 6.2399 0.086 0.164 0.090
H 1.4371 -4.7313 7.8360 0.050 0.037 -0.057
H -0.2243 -3.7808 6.6286 0.156 -0.081 -0.106
H -1.4536 -5.0366 6.4593 0.021 0.041 -0.027
H -1.4720 -3.7459 4.4148 0.023 -0.003 -0.024
H -0.8396 -5.3731 4.0906 -0.218 -0.075 0.064
H 1.3954 -4.3317 4.3582 -0.111 0.051 -0.006
H 1.5329 -3.2117 2.3059 -0.063 -0.061 -0.104
H -0.2208 -3.1511 2.2236 -0.048 -0.108 0.033
H 0.5926 -4.8595 0.7549 0.020 -0.040 0.029
H -0.2541 -5.7035 2.0279 0.052 -0.056 0.147
H 0.8462 -7.0258 3.4373 -0.006 0.108 0.042
H 2.2860 -6.1145 4.0047 -0.147 -0.099 0.190
H 2.4817 -7.5208 2.9704 -0.050 0.048 -0.079
```
Forces are in eV/Å.